1.
Density functional theory data (ωB97M-V/def2-TZVPD) for a structure of composition C8H11F4FeNO7P2.

```
34
Properties=species:S:1:pos:R:3:nbo_charge:R:1
O -4.014 1.783 0.727 -1.115
F -1.949 -2.307 6.451 -0.303
C -2.906 2.633 -2.747 -0.650
F -3.955 -2.148 5.653 -0.303
H -2.341 3.563 -2.677 0.244
H -2.716 2.159 -3.709 0.248
H -3.965 2.887 -2.681 0.258
H -1.399 -2.528 0.918 0.235
F 0.694 -0.294 0.084 -0.566
F -2.780 -3.929 5.279 -0.304
C -2.178 -1.950 4.144 -0.041
O -2.759 3.913 -0.042 -0.981
Fe -0.973 0.170 0.203 1.548
O -1.446 1.884 0.754 -1.057
H -2.596 4.450 0.746 0.540
C -1.557 -2.011 1.855 0.078
O -4.836 0.223 -1.162 -0.971
C -2.525 1.706 -1.613 -0.480
C -2.721 -2.602 5.400 0.967
H -4.873 0.752 -0.311 0.562
P -3.354 0.086 -1.585 2.421
C -2.008 -2.673 2.977 -0.206
H -2.221 -3.731 2.933 0.264
N -1.276 -0.702 1.872 -0.420
H -3.291 -1.437 -3.156 0.547
O -3.360 -0.479 -3.037 -0.964
C -1.866 -0.600 4.166 -0.200
O -2.470 -0.695 -0.631 -1.096
H -1.157 1.043 2.967 0.246
C -1.418 -0.004 3.008 0.076
H -1.968 -0.012 5.067 0.260
O -1.139 1.238 -1.672 -0.717
H -0.539 1.985 -1.816 0.523
P -2.786 2.349 0.125 2.355
```

Total charge: +1
Highest occupied orbital energy (spin up / spin down): -14.12 / -14.12 eV
Calculated total energy: -88131.95238 eV
2S+1: 2
LUMO energy (spin up / spin down): -5.13 / -4.66 eV
Max |F|: 0.6 eV Å⁻¹
M: 426.961 g/mol
<S²>: 1.163

***

2.
Density functional theory data (ωB97M-V/def2-TZVPD) for a structure of composition C3H4O2Sr.

```
10
Properties=species:S:1:pos:R:3:nbo_charge:R:1
C 0.427 -0.851 -0.466 0.026
C 0.081 -1.656 0.540 -0.866
C -0.019 1.232 -1.525 0.389
O -0.433 0.293 -0.717 -0.556
H -0.792 2.917 -1.797 0.496
Sr -1.026 -1.012 2.694 1.568
H 0.782 -2.500 0.609 0.179
O -0.533 2.356 -1.058 -0.705
H 1.046 -1.048 -1.347 0.181
H 0.468 0.270 3.065 -0.711
```

Highest occupied orbital energy: -7.77 eV
Calculated total energy: -8100.24092 eV
LUMO energy: -0.98 eV
Max |F|: 2.0 eV Å⁻¹
M: 159.683 g/mol

***

3.
Density functional theory data (ωB97M-V/def2-TZVPD) for a cluster of 4 separate species, C14H33IN8O3PS in total.

```
61
Properties=species:S:1:pos:R:3:nbo_charge:R:1
H 1.426 0.180 -0.221 0.228
H -1.071 6.733 8.281 0.391
N 1.376 6.409 7.694 -0.843
C 1.780 -1.872 0.166 0.215
N -2.236 4.362 1.486 -0.863
C 0.354 6.398 6.789 0.779
H -1.467 -2.032 -1.355 0.189
H 2.541 -0.409 -2.075 0.232
N -0.894 6.587 7.305 -0.843
H 2.305 6.287 7.338 0.409
N -0.697 -3.873 -7.685 -0.843
C 1.837 -3.041 0.859 -0.221
N -1.083 4.842 3.434 -0.852
H 0.447 -2.886 2.933 -0.009
H -0.556 1.424 2.535 0.240
N 2.066 -4.041 -0.076 -0.453
C 0.338 1.252 1.939 -0.518
H -1.585 3.639 1.254 0.370
H -1.021 -1.713 -3.971 0.253
S 3.192 -2.517 3.637 -0.464
H 2.312 -4.046 -2.202 0.254
O -2.924 6.034 2.851 -0.657
N -1.831 -1.862 -7.728 -0.842
H -3.288 -3.322 -1.937 0.211
C -0.347 -2.077 -3.193 -0.415
H 0.896 -0.676 2.652 0.226
C -2.129 5.144 2.616 0.771
H -0.928 5.411 4.252 0.436
C -1.190 -2.776 -2.111 -0.391
H 1.611 -4.710 2.678 -0.024
P 1.751 -3.311 2.645 0.842
H 0.519 -0.075 -3.383 0.238
H -0.448 -3.778 -8.651 0.394
H -1.664 6.617 6.662 0.414
H 1.242 6.554 8.676 0.391
H 2.391 -1.798 -3.154 0.225
C 0.576 -0.232 1.704 -0.432
H -2.759 -3.023 -3.606 0.241
C 1.921 -1.272 -2.321 -0.210
O 0.550 6.236 5.593 -0.688
O -1.763 -3.108 -5.837 -0.694
H -0.375 -0.683 1.394 0.219
H -2.329 -4.521 -2.785 0.209
H 0.309 -2.805 -3.686 0.194
H 0.258 1.800 0.999 0.214
H -0.436 4.099 3.250 0.376
I 1.954 2.172 2.995 0.109
H -2.994 4.565 0.862 0.407
H 2.165 -5.027 0.120 0.453
H -2.412 -1.187 -7.268 0.410
C -1.449 -2.956 -7.009 0.779
N 1.964 -2.196 -1.174 -0.279
H -0.434 -4.705 -7.193 0.408
H -1.601 -1.728 -8.695 0.394
H -0.586 -3.533 -1.593 0.171
C 0.483 -0.896 -2.663 -0.412
C -2.466 -3.447 -2.645 -0.616
C 2.139 -3.505 -1.285 0.267
H 2.615 -0.136 1.031 0.269
H -0.001 -0.503 -1.761 0.203
C 1.646 -0.463 0.635 -0.462
```

Total charge: +1
Highest occupied orbital energy: -10.97 eV
Calculated total energy: -61339.02401 eV
LUMO energy: -2.76 eV
Max |F|: 0.5 eV Å⁻¹
M: 551.416 g/mol

***

4.
Density functional theory data (ωB97M-V/def2-TZVPD) for an isolated molecule of C5H14N2.

```
21
Properties=species:S:1:pos:R:3:nbo_charge:R:1
H 0.986 -0.349 1.657 0.216
H -2.533 -0.031 0.882 0.212
H -2.327 1.281 1.935 0.220
C 2.150 -0.651 -0.853 -0.397
H 2.941 -0.235 -0.124 0.205
N 0.126 2.171 0.805 -0.872
H -0.452 2.958 1.035 0.357
H 0.718 2.568 0.044 0.355
C -0.598 0.831 0.450 -0.067
C -2.047 0.915 0.878 -0.634
H 1.907 0.124 -1.586 0.155
C 0.273 -0.411 0.867 -0.195
H -0.814 -2.027 -0.426 0.196
H 2.643 -1.430 -1.388 0.196
N 0.940 -1.100 -0.273 -0.465
H -0.679 -1.256 -1.806 0.164
H -0.486 0.721 -0.567 0.182
H 0.443 -2.616 -1.703 0.195
C -0.015 -1.752 -1.120 -0.419
H -2.588 1.442 0.079 0.218
H -0.589 -1.154 1.214 0.175
```

Highest occupied orbital energy: -7.93 eV
Calculated total energy: -8390.10174 eV
LUMO energy: 0.98 eV
Max |F|: 4.3 eV Å⁻¹
M: 102.181 g/mol
SMILES: C[C@@H](N)CN(C)C